Run A
# C6H7F

A single C6H7F molecule (ωB97M-V with the def2-TZVPD basis set, the Open Molecules 2025 dataset).

As for the orbital gap: 10.539 eV. The calculation puts the HOMO energy at -9.542 eV. The SMILES is FC1C=CCC=C1.

Atoms and positions in Å:
F 2.559 -0.024 -0.547
C 1.404 0.009 0.246
C 0.599 -1.269 0.122
C -0.667 -1.271 -0.207
C -1.466 0.006 -0.187
C -0.660 1.315 -0.180
C 0.670 1.266 0.102
H 1.801 0.041 1.281
H 1.252 -2.184 0.253
H -1.226 -2.251 -0.296
H -2.109 -0.038 -1.085
H -2.191 0.010 0.650
H -1.262 2.229 -0.376
H 1.296 2.161 0.224

Run B
# C6H7F

A single C6H7F molecule (ωB97M-V with the def2-TZVPD basis set, the Open Molecules 2025 dataset).

As for the orbital gap (spin up / spin down): 7.053 / 7.610 eV. The calculation puts the HOMO energy (spin up / spin down) at -7.828 / -8.199 eV.

Atoms and positions in Å:
C -0.655 0.492 -1.678
C -1.475 1.355 -1.019
C 0.364 -0.174 -1.027
C 0.074 1.247 0.974
C 0.691 0.019 0.411
C 0.420 -1.257 1.235
F -0.549 1.076 2.135
H -0.796 0.275 -2.737
H -1.987 2.200 -1.435
H 1.076 -0.738 -1.611
H 1.776 0.190 0.439
H 0.849 -1.146 2.228
H 0.866 -2.122 0.752
H -0.652 -1.418 1.333

Run C
# C6H7F

A molecular structure, C6H7F (ωB97M-V with the def2-TZVPD basis set, the Open Molecules 2025 dataset).

As for the orbital gap: 8.232 eV. The calculation puts the HOMO energy at -8.489 eV.

Atoms and positions in Å:
C 1.488 -0.005 0.289
C 3.151 0.946 0.595
C -1.902 1.352 -0.327
C -0.801 0.561 -0.233
C 0.507 0.910 0.254
C 1.436 -1.484 0.098
F 4.007 0.637 -0.347
H -2.858 0.952 -0.504
H -1.776 2.381 -0.021
H -1.061 -0.542 -0.330
H 0.595 1.968 0.720
H 0.687 -1.702 0.867
H 2.369 -2.056 0.186
H 0.977 -1.693 -0.904

run A has the most favorable energy; the next structure is 111.1 kcal/mol above.

Run A
# C5H13NO2

A molecular structure, C5H13NO2 (ωB97M-V with the def2-TZVPD basis set, the Open Molecules 2025 dataset).

As for the orbital gap (spin up / spin down): 3.738 / 7.483 eV. The calculation puts the HOMO energy (spin up / spin down) at 0.034 / -3.772 eV. Its spin multiplicity is 2. As for the charge: -1.

Atoms and positions in Å:
C 1.134 -1.839 0.144
O 0.230 -1.652 -0.886
C 1.684 -0.564 0.789
C 2.461 0.332 -0.188
H 2.037 -2.369 -0.220
H 0.670 -2.451 0.936
H 2.299 -0.775 1.670
H 0.852 0.032 1.190
H 2.826 1.226 0.321
H 1.807 0.641 -1.001
H 3.330 -0.224 -0.546
O -2.711 2.742 0.004
C -2.845 1.581 0.500
C -2.245 0.322 -0.071
N -1.016 0.536 -0.839
H -3.594 1.445 1.310
H -2.046 -0.366 0.747
H -2.983 -0.090 -0.789
H -0.313 -0.644 -0.886
H -1.201 0.904 -1.759
H -0.377 1.214 -0.427

Run B
# C5H13NO2

2 unconnected molecules or ions with the total composition C5H13NO2 (ωB97M-V with the def2-TZVPD basis set, the Open Molecules 2025 dataset).

As for the orbital gap (spin up / spin down): 2.930 / 10.173 eV. The calculation puts the HOMO energy (spin up / spin down) at 0.736 / -6.636 eV. Its spin multiplicity is 2. As for the charge: -1.

Atoms and positions in Å:
C 1.094 1.820 1.807
C -0.309 1.219 1.954
C -0.888 0.750 0.624
C -0.266 -0.536 0.022
C -1.135 -1.779 -0.097
N -1.084 -2.328 -1.360
O -1.851 -2.220 0.781
H 1.390 2.154 2.814
H 0.978 2.690 1.184
H 1.854 1.092 1.543
H -0.344 0.422 2.704
H -1.057 1.964 2.264
H -1.987 0.714 0.663
H -0.770 1.596 -0.063
H 0.100 -0.238 -0.965
H 0.544 -0.775 0.718
H -1.423 -3.258 -1.507
H -0.430 -1.908 -2.018
H 2.314 -0.396 -4.388
H 1.479 -0.188 -2.987
O 1.792 -0.796 -3.694

run B has the most favorable energy; the next structure is 22.5 kcal/mol above.

Run A
# H28O14Xe

A molecular structure, H28O14Xe (ωB97M-V with the def2-TZVPD basis set, the Open Molecules 2025 dataset).

As for the orbital gap: 8.924 eV. The calculation puts the HOMO energy at -9.462 eV.

Atoms and positions in Å:
Xe -0.601 -0.028 0.042
O -1.186 2.989 1.550
H -1.364 2.909 0.613
H -1.081 3.929 1.695
O 0.199 1.713 -3.487
H -0.637 1.265 -3.615
H 0.062 2.263 -2.716
O 0.595 -3.402 -0.590
H -0.329 -3.339 -0.349
H 1.064 -3.029 0.157
O -3.884 2.117 -1.077
H -4.172 1.346 -0.589
H -4.094 2.855 -0.506
O -2.338 -3.095 -0.582
H -2.836 -2.363 -0.946
H -2.140 -2.828 0.315
O -1.528 -2.691 2.026
H -1.450 -3.569 2.398
H -0.747 -2.230 2.332
O -1.287 3.074 -1.191
H -1.461 3.917 -1.610
H -2.062 2.546 -1.381
O 0.778 -2.191 -3.301
H 1.363 -1.436 -3.242
H 0.728 -2.528 -2.407
O 2.162 -2.349 1.439
H 2.534 -3.096 1.909
H 1.549 -1.956 2.060
O 1.896 2.711 -1.143
H 2.300 1.918 -0.791
H 0.965 2.618 -0.938
O 2.328 0.199 -2.993
H 2.569 0.051 -2.079
H 1.490 0.659 -2.949
O 0.349 1.480 3.473
H -0.243 1.927 2.867
H -0.230 0.987 4.054
O 0.689 -1.494 3.424
H 0.861 -1.817 4.309
H 0.737 -0.541 3.503
O 2.885 0.374 -0.220
H 2.915 -0.576 -0.111
H 2.653 0.708 0.646

Run B
# H28O14Xe

A molecular structure, H28O14Xe (ωB97M-V with the def2-TZVPD basis set, the Open Molecules 2025 dataset).

As for the orbital gap: 9.094 eV. The calculation puts the HOMO energy at -9.903 eV.

Atoms and positions in Å:
Xe 0.253 0.381 0.198
O -2.439 2.163 1.322
H -2.522 1.263 1.636
H -2.830 2.696 2.015
O -0.196 -3.152 0.598
H 0.491 -3.230 -0.064
H -0.384 -4.054 0.856
O 1.449 -2.770 2.753
H 1.615 -3.685 2.980
H 0.904 -2.813 1.968
O -0.963 1.714 -3.947
H -1.043 1.164 -3.168
H -0.677 2.564 -3.613
O 2.289 1.651 3.134
H 2.824 2.445 3.146
H 1.501 1.900 2.652
O -2.659 -0.294 2.480
H -2.684 -0.920 1.756
H -2.151 -0.736 3.161
O 0.363 3.044 1.982
H -0.574 2.977 1.798
H 0.760 3.246 1.135
O -0.446 -2.238 -2.977
H -1.090 -2.946 -2.990
H -0.869 -1.538 -2.479
O -2.551 -0.531 -1.522
H -3.376 -0.598 -2.004
H -2.609 -1.212 -0.852
O 2.702 1.990 -2.320
H 3.462 1.456 -2.085
H 2.298 1.523 -3.051
O 3.688 -1.442 2.320
H 3.332 -0.570 2.151
H 2.946 -1.943 2.657
O -2.779 -2.221 0.569
H -3.410 -2.906 0.794
H -1.926 -2.651 0.631
O 1.732 3.607 -0.449
H 1.001 4.038 -0.892
H 2.005 2.917 -1.053
O 1.242 -0.079 -3.690
H 0.680 0.561 -4.128
H 0.643 -0.769 -3.405

run A has the most favorable energy; the next structure is 2.6 kcal/mol above.

Run A
# C2H6O2S

2 unconnected molecules or ions with the total composition C2H6O2S (ωB97M-V with the def2-TZVPD basis set, the Open Molecules 2025 dataset).

As for the orbital gap: 9.519 eV. The calculation puts the HOMO energy at -8.925 eV. The SMILES is O=CO.CS.

Atoms and positions in Å:
O 0.845 -2.505 3.895
C 1.217 -3.629 4.033
O 2.146 -3.847 5.010
H 1.184 -4.478 3.344
H 2.610 -4.712 5.046
C -2.424 3.450 -3.817
S -0.695 3.060 -4.017
H -3.267 2.926 -4.255
H -2.548 3.626 -2.745
H -2.645 4.480 -4.125
H -0.621 2.127 -4.919

Run B
# C2H6O2S

2 unconnected molecules or ions with the total composition C2H6O2S (ωB97M-V with the def2-TZVPD basis set, the Open Molecules 2025 dataset).

As for the orbital gap: 9.421 eV. The calculation puts the HOMO energy at -8.696 eV. The SMILES is C=O.CSO.

Atoms and positions in Å:
C 2.196 0.301 0.210
O 2.142 -0.185 -0.864
H 3.018 0.933 0.451
H 1.456 0.078 1.043
C -1.202 -0.124 0.808
S -2.044 -0.836 -0.716
O -1.528 0.157 -1.905
H -0.405 -0.728 1.106
H -1.977 -0.133 1.587
H -0.840 0.872 0.541
H -0.817 -0.337 -2.263

run A has the most favorable energy; the next structure is 23.0 kcal/mol above.